C10H24CuO14 | the ωB97M-V functional and the def2-TZVPD basis

```
49
Properties=species:S:1:pos:R:3:forces:R:3
Cu 0.2472 -0.9959 -1.1236 0.6 -0.2 0.2
C 4.9924 -0.4973 -1.4435 1.1 -2.5 0.7
O 5.7110 0.0615 -0.5985 2.6 2.3 1.2
O 5.4137 -1.3014 -2.2997 1.3 -0.5 -2.5
O 3.7897 -0.4743 -1.1745 -5.2 1.3 0.3
C 1.7553 -3.9186 1.9065 2.7 -0.2 -0.4
O 2.2571 -3.2872 2.8300 1.3 2.2 4.3
O 0.7549 -3.4934 1.3583 -5.3 1.1 -2.7
O 2.4016 -4.8762 1.4364 0.6 -3.1 -1.1
C -4.3545 -1.3352 -0.6345 0.6 0.3 -0.9
C -3.6868 -0.0216 -0.9152 0.3 0.5 1.7
O -2.6322 0.1461 0.0592 -0.2 0.1 -0.9
O -3.3983 -2.3043 -1.0287 -1.0 -0.8 0.3
H -5.2764 -1.3908 -1.2133 -0.1 -0.4 -0.3
H -4.6466 -1.3859 0.4144 0.1 -0.2 0.2
H -4.3997 0.7837 -0.7380 -0.2 0.4 -0.5
H -3.2376 -0.0035 -1.9081 -0.1 0.1 0.1
H -3.0817 0.2725 0.8980 0.2 0.0 0.3
H -3.0268 -2.6697 -0.2225 0.5 -0.1 0.0
C 0.0080 -3.1742 -4.9423 1.0 1.5 0.9
C 0.6023 -1.7975 -5.3562 0.0 -0.5 1.1
O 0.1124 -0.8166 -4.4525 -0.4 -0.1 -0.5
O 0.5037 -3.5364 -3.6608 0.4 0.1 -0.5
H 0.3811 -3.8791 -5.6852 -0.6 -0.4 -0.3
H -1.0634 -3.0041 -4.8359 -0.2 -0.4 -0.7
H 0.3348 -1.5581 -6.3854 -0.3 -0.1 -0.3
H 1.6908 -1.7814 -5.3000 0.2 -0.5 0.1
H 0.5711 -0.0016 -4.6690 0.1 0.2 0.4
H -0.1496 -4.0136 -3.1440 -0.1 0.1 0.0
C -0.4725 0.0813 5.1398 0.5 1.2 -0.9
C -0.5352 1.4936 5.8242 0.0 -0.2 -0.3
O -1.3585 2.5146 5.1937 0.2 -1.1 0.6
O 0.1485 0.2874 3.8508 -0.7 0.1 1.4
H -1.4145 -0.4542 5.0221 -0.7 0.6 -0.1
H 0.0875 -0.6401 5.7349 0.6 0.3 0.4
H 0.4617 1.9274 5.9018 0.4 -0.4 -0.4
H -0.8140 1.4177 6.8752 -0.7 -0.2 -0.1
H -0.8645 2.8117 4.4261 0.0 -0.1 -0.3
H 0.2614 -0.5846 3.4654 0.4 -0.4 -0.5
C 1.9226 4.0081 -0.0372 -0.4 0.0 -0.5
C 0.8055 4.8986 0.5528 0.2 -1.0 -0.1
O -0.2006 4.2317 1.2989 0.3 0.2 0.0
O 1.3955 3.0604 -0.9536 -0.8 0.7 0.1
H 2.5790 3.4747 0.6504 -0.1 0.4 0.4
H 2.4693 4.7602 -0.6060 0.8 0.0 -0.1
H 0.2968 5.3603 -0.2935 0.2 0.4 -0.3
H 1.2583 5.6692 1.1767 0.0 0.0 0.1
H -0.5720 3.6385 0.6418 -0.2 -0.6 0.2
H 1.9722 2.2974 -1.0358 0.3 -0.4 0.1
```
Forces are in eV/Å.

Values from the calculation:
Calculated total energy   -84050.4471 eV
Relative energy (zero: lowest compared OMol25 entry of this formula, charge and spin)   186.9 kcal per mole
Gap between HOMO and LUMO   2.21 eV
Net charge   -3



C2H3IN4 | the ωB97M-V functional and the def2-TZVPD basis

```
10
Properties=species:S:1:pos:R:3:forces:R:3
C 0.6378 0.6722 -0.1075 -1.2 -0.3 -0.1
C 2.5520 -0.1829 -0.6743 0.8 1.4 0.9
N 0.6136 1.8231 0.3870 -0.4 -1.2 -0.2
N 3.4749 0.3737 -0.2528 -0.4 -1.1 -1.4
N 1.2659 -0.3721 -0.6880 0.5 0.3 0.1
N -0.6867 0.8381 0.1918 -2.6 0.3 2.6
I 5.3044 -0.0888 0.0783 3.0 0.1 1.0
H 0.9465 -0.9662 -1.4203 -1.4 -0.6 -0.6
H -1.3317 1.1338 -0.5380 -0.1 0.3 -0.2
H -1.2256 0.4944 1.1103 1.8 0.8 -2.1
```
Forces are in eV/Å.

Values from the calculation:
Calculated total energy   -16158.7960 eV
Relative energy (zero: lowest compared OMol25 entry of this formula, charge and spin)   64.4 kcal per mole
Gap between HOMO and LUMO   7.78 eV
Net charge   +2



C2H3Br2N | the ωB97M-V functional and the def2-TZVPD basis

```
8
Properties=species:S:1:pos:R:3:forces:R:3
C 0.6619 -0.6504 -0.3754 0.7 -1.1 0.0
C 0.7425 0.7719 -0.0972 -1.9 0.8 3.9
N -0.3660 -1.1591 -0.8456 -0.5 0.1 -0.3
Br 2.2926 -1.6667 0.0674 -0.6 0.0 -0.1
Br 2.3917 1.6231 0.0413 0.2 0.4 -0.1
H -0.0225 0.7733 1.5898 1.6 0.0 -3.4
H -0.0226 1.3700 -0.5759 0.1 -0.1 -0.1
H -0.3992 -2.1587 -1.0026 0.3 0.0 0.1
```
Forces are in eV/Å.

Values from the calculation:
Calculated total energy   -143694.3207 eV
Relative energy (zero: lowest compared OMol25 entry of this formula, charge and spin)   62.8 kcal per mole
Gap between HOMO and LUMO   8.84 eV
Net charge   0